[1]
The following is a quantum chemistry calculation of CH2BrNO4 as an isolated structure at a distorted geometry, from the OMol25 dataset.

The calculation puts the energy above the lowest of the compared OMol25 structures with the same formula, charge and spin at 58.8 kcal per mole. For the maximum force, the calculation gives 3.880 eV/Å.

XYZ file:
```
9
CH2BrNO4 ωB97M-V with the def2-TZVPD basis set
C 0.24183 0.30469 0.24711
N -0.14407 -1.07490 -0.07696
O -0.12497 -1.31014 -1.30661
O -0.39897 -1.88493 0.74555
O 0.79383 0.81845 -0.82471
O 0.61275 0.63943 1.44175
Br -2.20224 0.98992 -0.09186
H 0.46885 -0.03308 -1.55988
H 0.75298 1.55056 1.42562
```

[2]
The following is a quantum chemistry calculation of a 2-piece molecular cluster, C23H42F3N2O3 overall at a distorted geometry, from the OMol25 dataset.

As for the net charge: +1. The value obtained for the electronic energy is -41794.8570 eV. For the maximum force, the calculation gives 3.166 eV/Å.

XYZ file:
```
73
C23H42F3N2O3 ωB97M-V with the def2-TZVPD basis set
C -1.38523 5.77599 0.15686
C -1.50421 4.60518 0.34013
C -1.42870 3.08745 0.61355
C -2.80519 2.36544 0.29525
C -2.76349 1.38896 -0.95547
C -2.63951 -0.16279 -0.52786
C -1.74745 -0.19547 0.78414
C -1.22861 -1.66538 1.16454
C 0.32975 -1.64632 0.95849
C 1.04839 -3.03738 1.12505
C 2.51114 -2.91446 0.46787
C 3.68202 -3.24596 1.47504
C 4.84921 -2.17405 1.52810
C 5.17197 -1.46394 0.14757
C 4.86190 0.08873 0.28314
C 3.65542 0.61652 -0.58405
C 3.85954 0.48113 -2.14882
C 2.51631 0.70743 -2.95844
C 1.68429 -0.63454 -3.05960
C -2.51295 0.51313 1.96746
N -3.40529 1.61570 1.44065
C -3.82285 2.51317 2.57666
O -4.97824 3.23798 2.14602
C -5.10876 4.45652 2.79749
F -4.06949 5.29513 2.49341
F -6.25491 5.05724 2.40448
F -5.19009 4.21268 4.14417
H -1.12637 6.84496 0.03195
H -0.64331 2.63182 -0.05536
H -1.08778 2.86655 1.66617
H -3.53094 3.18260 0.01619
H -1.97970 1.65510 -1.70753
H -3.75887 1.49601 -1.48089
H -3.68333 -0.49376 -0.22914
H -2.24526 -0.79489 -1.36060
H -0.83705 0.43556 0.54818
H -1.75121 -2.41361 0.50613
H -1.45580 -1.82393 2.25511
H 0.84721 -0.87721 1.60798
H 0.50105 -1.31163 -0.11194
H 1.10181 -3.26083 2.22440
H 0.50126 -3.89543 0.64870
H 2.54927 -1.89071 0.02024
H 2.52866 -3.66679 -0.36786
H 4.08143 -4.28680 1.30761
H 3.22026 -3.27204 2.50889
H 5.78358 -2.74071 1.82360
H 4.64195 -1.47412 2.37712
H 4.69230 -1.95206 -0.73754
H 6.28708 -1.54582 -0.01572
H 5.77744 0.65678 -0.03410
H 4.65512 0.41308 1.34582
H 2.64789 0.21264 -0.25910
H 3.58912 1.73213 -0.38547
H 4.58828 1.29735 -2.43263
H 4.27968 -0.52783 -2.40511
H 2.82097 0.97388 -4.00956
H 1.88418 1.54584 -2.56631
H 0.88847 -0.57530 -3.85397
H 1.16055 -0.80915 -2.08318
H 2.32846 -1.52771 -3.26465
H -3.15582 -0.25034 2.47654
H -1.80663 0.98946 2.69483
H -4.29393 1.20963 1.09760
H -4.16844 1.82888 3.40744
H -2.97211 3.15103 2.92668
C -2.85240 -3.39233 -3.64481
N -1.62122 -3.01930 -2.89601
O -1.09653 -1.95165 -3.16935
O -1.22500 -3.80946 -2.06132
H -3.08596 -2.59965 -4.35024
H -2.64934 -4.32554 -4.16578
H -3.65399 -3.51276 -2.91883
```

[3]
The following is a quantum chemistry calculation of one molecule with the formula C3H4N2O2S at a distorted geometry, from the OMol25 dataset.

The calculation puts the energy above the lowest of the compared OMol25 structures with the same formula, charge and spin at 131.3 kcal per mole. For the maximum force, the calculation gives 3.383 eV/Å.

XYZ file:
```
12
C3H4N2O2S ωB97M-V with the def2-TZVPD basis set
C 0.15959 -0.24834 0.07893
C -1.74410 -0.61325 1.51263
C 1.83670 0.35613 -1.37699
N -2.09950 0.37890 -0.95455
N -0.41074 -0.33519 1.32917
O -2.19176 -0.74861 2.59009
O 1.27362 0.41932 -0.01558
S -2.70286 -0.70062 -0.16988
H 1.38097 -0.33455 -2.02622
H 2.95307 0.26052 -1.29808
H 1.76508 1.36753 -1.80921
H -0.22008 0.19816 2.13968
```

[4]
The following is a quantum chemistry calculation of a 3-piece molecular cluster, C13H21F3O13S4 overall at a distorted geometry, from the OMol25 dataset.

The value obtained for the electronic energy is -91918.5699 eV. For the maximum force, the calculation gives 9.444 eV/Å. The SMILES is C=CC[C@@H]1[C@](F)(CCF)[C@@H](S(=O)(=O)F)COS1(=O)=O.O=S1(=O)OCCO1.O=S1(=O)OCCO1.

XYZ file:
```
54
C13H21F3O13S4 ωB97M-V with the def2-TZVPD basis set
C -2.39078 1.44056 1.56190
C -3.37207 0.46718 1.01842
C -3.08124 -0.77083 -0.01159
C -2.18851 -0.41593 -1.32984
C -0.56564 -0.54171 -1.17378
F -0.08455 -1.06242 -2.51101
C -0.03507 -1.62834 -0.07041
C -0.04905 -1.11534 1.48543
F 1.05793 -1.86589 2.18659
C 0.22040 0.91051 -0.99643
S 2.08638 0.78128 -0.95253
O 2.48132 0.78354 0.57625
O 2.68386 -0.50963 -1.55254
F 2.92706 2.10572 -1.65016
C -0.18263 1.99856 -2.20237
O -1.52798 2.48783 -1.84716
S -2.65652 1.24683 -2.14768
O -2.60147 0.98627 -3.70436
O -4.14359 1.64999 -1.86705
H -2.53199 2.58148 1.24020
H -1.50977 1.21975 2.29899
H -4.48988 0.57799 1.42424
H -2.71381 -1.67758 0.63103
H -4.15100 -1.10324 -0.42914
H -2.49583 -1.22465 -2.15425
H 1.02527 -2.10819 -0.32994
H -0.79383 -2.54803 -0.12044
H -1.03543 -1.39847 2.08346
H 0.18994 0.01852 1.64408
H -0.08668 1.47454 0.01020
H -0.08950 1.54412 -3.27608
H 0.55959 2.93125 -2.17313
C 0.20634 4.91462 4.89090
C 1.48312 5.02510 4.06185
O 1.56628 3.79872 3.33944
S 0.05725 3.27246 3.01343
O -0.28142 3.67885 1.66759
O -0.06172 1.90984 3.47767
O -0.73541 4.24627 4.05328
H 0.36692 4.29888 5.78176
H -0.17731 5.89355 5.19054
H 2.37126 5.16840 4.68188
H 1.41158 5.84103 3.33489
C 2.86149 -4.27721 -3.09439
C 3.02785 -5.41142 -2.08661
O 1.71773 -5.65557 -1.57992
S 0.62927 -5.34765 -2.75502
O 0.27893 -6.60112 -3.38527
O -0.35412 -4.42533 -2.23669
O 1.62522 -4.53516 -3.75794
H 2.78129 -3.30943 -2.58889
H 3.68180 -4.24281 -3.81632
H 3.71255 -5.15118 -1.27591
H 3.37615 -6.32651 -2.57715
```

- maximum force of number 4 (C13H21F3O13S4)?
  9.444 eV/Å